<i>
Below is a structure of composition C5H11N3S, with properties calculated with wB97M-V/def2-TZVPD.

ORCA input file:
```
! wB97M-V def2-TZVPD RIJCOSX def2/J DEFGRID3
* xyz 2 1
C -0.17772 -1.06567 -0.10879
C 1.97997 0.26484 -0.00653
C 3.44692 0.14673 -0.07862
C -3.01140 0.52145 -0.57591
C -2.41472 -0.22259 0.54911
N -1.03115 -0.25120 0.38624
N 1.18720 -0.85424 -0.15479
N 1.45794 1.46630 0.12197
S -0.15234 1.90314 0.00194
H -0.35064 -2.10557 -0.44856
H 3.82057 0.36541 -1.10902
H 3.76061 -0.89187 0.07351
H 4.05718 0.80024 0.50819
H -2.41483 1.37686 -0.93786
H -3.24643 -0.15549 -1.41356
H -4.02542 0.73760 -0.33002
H -2.73903 0.15540 1.50092
H -2.79028 -1.19355 0.59876
H 1.67893 -1.58325 -0.53964
H 1.97140 2.22224 0.39349
*
```

## Properties
Kohn-Sham gap (spin up / spin down): 0.2499 / 0.2498 Eh

Calculated atomic charges, method natural (NBO), unit e: C 0.36; C 0.62; C -0.73; C -0.63; C -0.29; N -0.23; N -0.55; N -0.66; S 0.70; H 0.28; H 0.32; H 0.28; H 0.31; H 0.22; H 0.26; H 0.28; H 0.28; H 0.28; H 0.45; H 0.46

***

<ii>
Below is a cluster of 2 separate species, C5H11N3S in total, with properties calculated with wB97M-V/def2-TZVPD.

ORCA input file:
```
! wB97M-V def2-TZVPD RIJCOSX def2/J DEFGRID3
* xyz 2 1
C 2.44183 -0.21208 -0.26005
C 0.25055 0.32124 0.18796
C 2.60523 1.29539 0.00896
C -2.12362 1.42457 -0.60696
C -2.42472 -0.69553 0.41534
N 1.18176 -0.66404 -0.08231
N 3.43527 -1.10766 -0.34492
N -1.70222 0.11564 -0.43166
S 0.88987 1.83156 0.38526
H 3.19566 1.46757 0.87239
H 2.71648 1.92826 -0.92325
H -3.04473 1.34536 -1.06489
H -1.45376 1.77236 -1.43984
H -1.90333 2.18388 0.20120
H -3.34773 -1.26420 0.00495
H -2.76309 -0.16294 1.43202
H -1.91440 -1.60673 0.62538
H 0.89871 -1.74035 -0.18084
H 4.38865 -0.71324 -0.45910
H 3.39989 -2.09341 -0.55501
*
```

## Properties
Kohn-Sham gap (spin up / spin down): 0.2769 / 0.2770 Eh

Calculated atomic charges, method natural (NBO), unit e: C 0.59; C 0.16; C -0.61; C -0.48; C -0.52; N -0.59; N -0.65; N -0.12; S 0.63; H 0.32; H 0.33; H 0.29; H 0.21; H 0.23; H 0.34; H 0.22; H 0.24; H 0.50; H 0.46; H 0.46

***

Relative energies in hartree: <i> 0.0000; <ii> 0.0355

***

<i>
Below is a cluster of 2 separate species, CH6N5 in total, with properties calculated with wB97M-V/def2-TZVPD.

ORCA input file:
```
! wB97M-V def2-TZVPD RIJCOSX def2/J DEFGRID3
* xyz 1 1
C -2.06332 -1.18405 0.00242
N -2.25336 1.10648 0.00338
N -1.09740 1.09486 -0.00160
N -0.22486 0.15134 -0.00602
N -0.83833 -1.03944 -0.00340
N 2.37981 0.43806 -0.00033
H -2.73552 -0.20061 0.00647
H -2.58346 -2.11829 0.00248
H 1.26161 0.29306 -0.00744
H 2.83302 -0.34396 0.47658
H 2.59821 1.30874 0.48874
H 2.72359 0.49380 -0.96128
*
```

## Properties
Kohn-Sham gap: 0.3557 Eh

Calculated atomic charges, method natural (NBO), unit e: C -0.05; N 0.03; N 0.15; N -0.29; N -0.16; N -0.91; H 0.21; H 0.27; H 0.44; H 0.44; H 0.44; H 0.44

***

<ii>
Below is a structure of composition CH6N5, with properties calculated with wB97M-V/def2-TZVPD.

ORCA input file:
```
! wB97M-V def2-TZVPD RIJCOSX def2/J DEFGRID3
* xyz 1 1
C 0.55486 -1.19522 -0.43692
N 1.93628 -0.71855 0.34403
N 1.87262 0.47442 0.33408
N 0.82422 0.96461 -0.36713
N -0.04179 0.01204 -0.68536
N -1.49088 0.44816 0.42727
H 0.93115 -1.55798 -1.33766
H 0.24506 -1.80990 0.28308
H 0.50987 1.98862 -0.44194
H -2.17886 -0.27599 0.25120
H -1.88595 1.40579 0.18382
H -1.27660 0.26400 1.44554
*
```

## Properties
Kohn-Sham gap: 0.3444 Eh

Calculated atomic charges, method natural (NBO), unit e: C -0.23; N -0.05; N 0.03; N -0.23; N 0.02; N -0.80; H 0.28; H 0.26; H 0.45; H 0.42; H 0.44; H 0.42

***

Relative energies in hartree: <i> 0.0000; <ii> 0.0518

***

<i>
Below is a cluster of 2 separate species, C5H9N2O2 in total, with properties calculated with wB97M-V/def2-TZVPD.

ORCA input file:
```
! wB97M-V def2-TZVPD RIJCOSX def2/J DEFGRID3
* xyz 1 1
O 3.29223 -0.06836 -1.34191
O 5.19459 -0.23286 -2.54193
C 3.84242 -0.24663 -2.40569
C 3.16930 -0.50557 -3.72034
H 5.54954 -0.05612 -1.62826
H 2.07373 -0.51359 -3.59281
H 3.48332 -1.48161 -4.12697
H 3.43301 0.28010 -4.44821
C -3.80428 -0.34804 2.97899
C -2.73278 -0.86490 2.30031
C -2.68677 1.34710 2.07038
N -3.74462 1.01405 2.81622
N -2.06809 0.20536 1.75429
H -4.59001 -0.83721 3.55470
H -2.39924 -1.89403 2.16707
H -2.38717 2.35327 1.77721
H -4.41616 1.69807 3.20921
H -1.20903 0.15101 1.17779
*
```

## Properties
Kohn-Sham gap: 0.3350 Eh

Calculated atomic charges, method natural (NBO), unit e: O -0.61; O -0.68; C 0.80; C -0.73; H 0.50; H 0.23; H 0.25; H 0.25; C -0.05; C -0.04; C 0.25; N -0.46; N -0.45; H 0.27; H 0.27; H 0.27; H 0.47; H 0.47

***

<ii>
Below is the ion C5H9N2O2 with charge +1, with properties calculated with wB97M-V/def2-TZVPD.

ORCA input file:
```
! wB97M-V def2-TZVPD RIJCOSX def2/J DEFGRID3
* xyz 1 1
N 0.27375 -0.03039 2.42074
C 0.07448 -0.30780 0.85317
O -0.41062 -1.60964 0.73197
N 1.23201 0.07326 0.23429
C 1.39761 -0.07888 -1.02862
C 0.22193 -0.00593 -1.95140
C -0.91284 0.68643 -1.28616
C -0.92645 0.69684 0.25559
O -1.50971 1.53455 0.86639
H -0.19741 -0.85373 2.80438
H -0.33567 0.81205 2.63852
H 1.25674 0.10519 2.75125
H 0.31149 -2.33114 0.62884
H 2.31045 -0.10203 -1.66977
H 0.45290 0.57002 -2.83587
H -0.28371 -1.03014 -2.24181
H -1.86574 0.15545 -1.57419
H -1.08923 1.71586 -1.59733
*
```

## Properties
SMILES: [NH3+][C@]1(O)N=CCCC1=O
Kohn-Sham gap: 0.3552 Eh

Calculated atomic charges, method natural (NBO), unit e: N -0.74; C 0.44; O -0.69; N -0.51; C 0.26; C -0.53; C -0.52; C 0.57; O -0.49; H 0.45; H 0.47; H 0.47; H 0.52; H 0.23; H 0.27; H 0.27; H 0.27; H 0.27

***

<iii>
Below is the ion C5H9N2O2 with charge +1, with properties calculated with wB97M-V/def2-TZVPD.

ORCA input file:
```
! wB97M-V def2-TZVPD RIJCOSX def2/J DEFGRID3
* xyz 1 1
C 3.15553 -0.77640 -0.07324
O 2.11853 0.02363 0.32459
N 0.93959 -0.49588 -0.03415
C -0.15647 0.19956 0.04497
C -0.16756 1.59118 0.37654
C -1.50961 -0.53694 -0.13880
C -2.74769 0.26661 -0.16623
N -1.32865 -1.73128 -0.48162
O -0.61871 -2.65147 -0.50110
H 3.70324 -0.17675 -0.82028
H 2.58827 -1.70122 -0.49274
H 3.61290 -1.15948 0.90921
H 0.70941 2.03574 -0.08300
H -0.95565 2.13739 -0.01164
H 0.01984 1.66842 1.56508
H -3.35170 0.12999 -1.03001
H -3.42844 -0.12813 0.58447
H -2.58284 1.30503 0.02795
*
```

## Properties
SMILES: CO/N=C(\C)C(C)=[N+]=O
Kohn-Sham gap (spin up / spin down): 0.2401 / 0.2391 Eh

Calculated atomic charges, method natural (NBO), unit e: C -0.28; O -0.31; N -0.06; C 0.18; C -0.68; C 0.20; C -0.67; N 0.35; O 0.01; H 0.22; H 0.21; H 0.22; H 0.27; H 0.24; H 0.28; H 0.28; H 0.28; H 0.27

***

Relative energies in hartree: <i> 0.0000; <ii> 0.0897; <iii> 0.3036

***

<i>
Below is a cluster of 2 separate species, C4H8NO3 in total, with properties calculated with wB97M-V/def2-TZVPD.

ORCA input file:
```
! wB97M-V def2-TZVPD RIJCOSX def2/J DEFGRID3
* xyz -1 1
C -0.60255 -0.41174 0.22001
C -1.53608 1.38074 -0.17575
C 1.67033 0.57308 -0.54194
C 0.51237 -0.66925 -0.72770
N -0.83147 -1.02102 1.37222
O -0.11287 -2.07489 1.68157
O -1.76874 -0.66350 2.07948
O 1.06088 -1.90537 -0.51037
H -1.12337 1.56274 -1.13627
H -2.61847 1.16230 -0.12727
H -1.04006 1.91209 0.72304
H 1.49495 1.15237 0.34625
H 2.51664 0.13147 -0.70396
H 1.44914 1.36479 -1.32455
H 0.17396 -0.41371 -1.73147
H 0.75533 -2.08009 0.55671
*
```

## Properties
Kohn-Sham gap: 0.2662 Eh

Calculated atomic charges, method natural (NBO), unit e: C 0.09; C -0.65; C -0.64; C 0.07; N 0.35; O -0.63; O -0.58; O -0.79; H 0.18; H 0.21; H 0.22; H 0.20; H 0.19; H 0.16; H 0.14; H 0.48

***

<ii>
Below is a cluster of 2 separate species, C4H8NO3 in total, with properties calculated with wB97M-V/def2-TZVPD.

ORCA input file:
```
! wB97M-V def2-TZVPD RIJCOSX def2/J DEFGRID3
* xyz -1 1
C 0.76778 1.62891 2.31065
C 1.69514 2.01054 1.12325
O 2.84472 2.39861 1.41184
O 1.13632 1.95482 -0.00131
H 1.26031 1.52645 3.24359
H 0.27345 0.69597 2.04737
H 0.00552 2.39608 2.46743
C -1.66285 -2.16701 -1.59444
C -0.48105 -1.43460 -0.99173
O 0.12327 -1.94252 -0.06509
N -0.08606 -0.29096 -1.58394
H -2.33161 -1.62545 -2.25790
H -2.30147 -2.33387 -0.72043
H 0.67598 0.23037 -1.14828
H -0.54947 0.12709 -2.36727
H -1.37001 -3.17442 -1.87373
*
```

## Properties
Kohn-Sham gap: 0.2722 Eh

Calculated atomic charges, method natural (NBO), unit e: C -0.74; C 0.78; O -0.77; O -0.84; H 0.19; H 0.21; H 0.19; C -0.73; C 0.66; O -0.64; N -0.81; H 0.20; H 0.23; H 0.46; H 0.38; H 0.23

***

Relative energies in hartree: <i> 0.2655; <ii> 0.0000

***

<i>
Below is a cluster of 2 separate species, C4H8NO3 in total, with properties calculated with wB97M-V/def2-TZVPD.

ORCA input file:
```
! wB97M-V def2-TZVPD RIJCOSX def2/J DEFGRID3
* xyz -1 1
C -1.91161 0.45488 -2.43551
C -1.06648 -0.21026 -1.32766
O -1.45699 -0.03541 -0.15194
O -0.05536 -0.85192 -1.69157
H -1.91932 1.52717 -2.23730
H -2.92511 0.07308 -2.41105
H -1.56334 0.10379 -3.41109
C 0.40815 0.01166 2.19741
C 1.82301 -0.10399 1.75715
O 2.78696 -0.30641 2.48503
N 1.99338 -0.01939 0.38809
H 2.82048 -0.47211 0.04271
H 1.15949 -0.25828 -0.16355
H -0.02436 1.01231 2.25842
H 0.23920 -0.44742 3.17058
H -0.30811 -0.47771 1.53030
*
```

## Properties
Kohn-Sham gap: 0.3214 Eh

Calculated atomic charges, method natural (NBO), unit e: C -0.74; C 0.77; O -0.80; O -0.80; H 0.21; H 0.20; H 0.20; C -0.76; C 0.68; O -0.66; N -0.84; H 0.37; H 0.44; H 0.23; H 0.21; H 0.30

***

<ii>
Below is a cluster of 2 separate species, C4H8NO3 in total, with properties calculated with wB97M-V/def2-TZVPD.

ORCA input file:
```
! wB97M-V def2-TZVPD RIJCOSX def2/J DEFGRID3
* xyz -1 1
C 0.39392 -2.21416 -0.70512
C 1.79460 -1.55352 -0.47912
O 1.75131 -0.57186 0.32813
O 2.78203 -2.09751 -0.99252
H 0.57049 -3.29973 -0.80204
H -0.15104 -1.90692 -1.60444
H -0.08663 -2.03221 0.25823
C -1.82276 2.51394 1.54006
C -1.62914 1.63300 0.34352
O -2.53185 1.34366 -0.44123
N -0.46405 0.96764 0.27741
H -0.40826 0.19821 -0.36491
H 0.40828 1.26183 0.67541
H -2.41082 3.41862 1.33409
H -0.88669 2.90466 1.96801
H -2.35661 2.02449 2.35242
*
```

## Properties
Kohn-Sham gap: 0.2862 Eh

Calculated atomic charges, method natural (NBO), unit e: C -0.77; C 0.77; O -0.84; O -0.76; H 0.20; H 0.20; H 0.21; C -0.71; C 0.65; O -0.66; N -0.79; H 0.42; H 0.42; H 0.22; H 0.21; H 0.23

***

Relative energies in hartree: <i> 0.0000; <ii> 0.0170

***

<i>
Below is a cluster of 2 separate species, C4H8NO3 in total, with properties calculated with wB97M-V/def2-TZVPD.

ORCA input file:
```
! wB97M-V def2-TZVPD RIJCOSX def2/J DEFGRID3
* xyz -1 1
N -0.99433 0.20620 -3.12670
C -0.37363 -0.43964 -1.95689
O 0.77559 -0.00339 -1.70216
O -1.09698 -1.26546 -1.30318
H -0.22860 0.36648 -3.75079
H -1.60607 -0.47291 -3.55380
C -0.00926 -1.31101 1.41947
C 0.76771 -0.02799 1.28042
C 0.46895 1.12764 1.94433
O 1.24888 2.25540 1.74699
H 0.60161 -2.17863 1.66107
H -0.77434 -1.17737 2.19837
H -0.51090 -1.43833 0.44431
H 1.56811 0.08562 0.53349
H -0.46159 1.26427 2.52604
H 0.62485 3.00913 1.63901
*
```

## Properties
Kohn-Sham gap: 0.2887 Eh

Calculated atomic charges, method natural (NBO), unit e: N -0.91; C 0.87; O -0.80; O -0.82; H 0.35; H 0.34; C -0.69; C -0.20; C 0.04; O -0.71; H 0.19; H 0.18; H 0.31; H 0.24; H 0.14; H 0.46

***

<ii>
Below is a cluster of 2 separate species, C4H8NO3 in total, with properties calculated with wB97M-V/def2-TZVPD.

ORCA input file:
```
! wB97M-V def2-TZVPD RIJCOSX def2/J DEFGRID3
* xyz -1 1
C -1.65659 -1.92574 -0.25896
C -0.33687 -2.66865 -0.23135
O -0.06784 -3.49054 0.62594
N 0.45940 -2.47411 -1.31512
H -2.42766 -2.68610 -0.40873
H -1.69325 -1.23100 -1.09594
H 1.34917 -2.96239 -1.26422
H 0.41851 -1.63753 -1.87824
H -1.89396 -1.35090 0.63392
C 0.29323 3.11219 1.09698
C 1.55165 2.64942 0.30309
O 1.47849 1.54123 -0.27102
O 2.49576 3.47744 0.28097
H 0.50469 3.29325 2.15565
H -0.46765 2.32770 1.04057
H -0.00709 4.02573 0.58646
*
```

## Properties
Kohn-Sham gap: 0.2670 Eh

Calculated atomic charges, method natural (NBO), unit e: C -0.71; C 0.68; O -0.64; N -0.82; H 0.22; H 0.21; H 0.40; H 0.41; H 0.24; C -0.74; C 0.76; O -0.80; O -0.80; H 0.19; H 0.19; H 0.20

***

Relative energies in hartree: <i> 0.0440; <ii> 0.0000